25
Properties=species:S:1:pos:R:3:forces:R:3 method="wB97M-V/def2-TZVPD" de_lowest_ev=7.4156 e_lumo_ev=-4.87 multiplicity=1 homo_energy_ev=-8.75 orbital_gap_ev=3.888 total_energy_ev=-13059.684
C -1.075 0.592 -1.056 -2.3 -3.1 -2.5
C -1.237 -0.910 -1.193 2.0 0.6 1.0
C -2.089 -1.427 -0.031 2.6 0.5 1.2
N -0.024 2.646 0.805 -3.3 -1.8 -0.3
H -1.399 1.139 -1.914 0.9 0.4 -1.3
H -1.295 1.244 -0.287 0.0 0.0 2.2
H -1.669 -1.116 -2.143 -0.3 0.1 -1.1
H -0.224 -1.516 -1.231 -1.3 1.1 0.2
H -1.547 -1.195 0.919 -0.6 -0.4 -0.5
H -3.005 -0.950 -0.035 -2.0 1.0 0.1
H -2.243 -2.476 -0.084 0.0 -1.0 -0.2
H -0.424 1.691 1.012 1.5 1.2 1.2
H -0.759 2.819 0.083 1.3 1.3 0.4
H 0.223 -0.895 3.860 0.6 1.2 1.3
H 0.407 -1.128 2.364 0.6 0.4 -0.7
O 0.001 -1.459 3.159 -1.2 -1.6 -0.7
H 0.344 -0.177 0.005 1.0 -0.4 1.5
H 1.715 -0.665 0.149 2.3 -0.6 -0.9
O 0.955 -0.485 0.722 -2.6 1.0 -0.2
H 1.214 1.499 -1.267 2.0 0.4 0.0
H 0.839 2.452 0.346 1.1 0.0 -0.5
O 2.198 1.686 -1.142 -1.5 -1.5 -0.7
H 3.690 -1.185 -0.788 0.4 -0.1 0.1
H 2.606 0.730 -1.265 -0.5 0.9 0.5
O 2.799 -0.912 -0.988 -0.9 0.5 -0.3

***

107
Properties=species:S:1:pos:R:3:forces:R:3 method="wB97M-V/def2-TZVPD" de_lowest_ev=0.6056 e_lumo_ev="3.45 / 2.61" multiplicity=2 homo_energy_ev="-2.16 / -2.16" orbital_gap_ev="5.610 / 4.772" total_energy_ev=-189512.251 total_charge=-2
Sr -0.281 1.094 -0.311 0.6 0.2 0.3
C 1.017 -4.358 -2.279 0.0 0.0 0.0
N 1.188 -3.095 -2.969 0.0 0.1 0.1
C 2.408 -2.896 -3.740 0.0 0.0 0.1
C 0.311 -2.084 -2.738 0.0 0.0 -0.1
O -0.732 -2.216 -2.117 0.0 0.0 0.0
C 0.702 -0.734 -3.335 0.2 0.1 0.0
O -0.142 0.311 -2.933 -0.3 0.0 0.1
C -1.396 0.439 -3.571 -0.2 -0.1 0.0
C -2.530 0.233 -2.560 0.2 -0.2 0.0
O -2.251 0.190 -1.361 -0.4 0.1 0.0
N -3.785 0.081 -2.997 0.1 0.0 -0.1
C -4.202 0.288 -4.373 0.0 0.0 0.1
C -4.873 -0.044 -2.040 0.0 0.0 0.0
H 0.911 -5.179 -2.995 0.0 0.0 0.0
H 1.876 -4.552 -1.632 0.0 0.0 0.0
H 0.124 -4.300 -1.663 0.0 0.0 0.0
H 2.922 -3.852 -3.807 0.0 0.0 0.0
H 2.184 -2.562 -4.755 0.0 0.0 0.0
H 3.090 -2.187 -3.268 0.0 0.0 0.0
H 1.697 -0.456 -2.979 0.0 0.0 0.0
H 0.750 -0.804 -4.429 0.0 0.0 0.0
H -1.477 1.455 -3.962 0.0 0.0 -0.1
H -1.513 -0.277 -4.388 0.2 0.0 0.0
H -3.357 0.260 -5.052 0.0 0.0 0.0
H -4.902 -0.504 -4.649 0.0 0.0 0.0
H -4.684 1.261 -4.470 0.0 0.0 0.0
H -4.473 -0.214 -1.045 0.0 0.0 0.0
H -5.465 0.872 -2.037 0.0 0.0 0.0
H -5.503 -0.888 -2.330 0.0 0.0 0.0
O -0.665 0.948 2.125 0.1 0.1 0.0
N -1.064 1.877 2.982 -0.1 -0.5 -0.1
C -1.289 1.442 4.244 0.0 0.2 -0.1
C -1.803 2.260 5.207 0.0 0.0 -0.1
C -2.081 3.590 4.845 0.0 0.0 0.2
C -1.804 4.020 3.582 0.1 0.0 -0.2
C -1.256 3.172 2.579 0.0 0.1 0.1
S -0.846 3.706 1.026 -0.1 0.0 0.3
H -1.013 0.407 4.384 0.0 0.0 0.0
H -1.974 1.874 6.201 0.0 0.0 0.0
H -2.505 4.278 5.566 0.0 0.0 0.0
H -1.996 5.040 3.278 0.0 0.0 0.0
F -2.326 3.091 -2.106 -0.3 0.1 -0.3
As -3.392 4.102 -3.091 0.5 0.0 0.4
F -4.719 3.034 -2.675 0.0 0.0 0.0
F -2.063 5.114 -3.503 -0.1 0.0 0.0
F -4.466 5.050 -4.065 -0.1 0.0 0.0
F -3.754 5.051 -1.687 -0.1 0.0 -0.1
F -3.051 3.075 -4.467 0.0 0.0 0.0
S -6.010 2.956 0.532 -0.2 0.1 -0.1
C -6.208 2.051 1.970 0.1 -0.1 0.1
C -4.993 1.621 2.402 0.0 -0.1 0.0
N -3.924 1.991 1.628 -0.1 0.1 0.0
C -4.319 2.702 0.616 0.3 -0.1 0.0
H -7.173 1.872 2.415 0.0 0.0 0.0
H -4.824 1.016 3.282 0.0 0.0 0.0
H -3.647 3.123 -0.122 0.0 0.0 0.0
O 1.062 2.616 -1.529 0.4 0.5 -0.2
N 2.159 2.520 -2.154 -0.1 -0.1 -0.1
C 2.633 3.630 -2.691 0.0 -0.2 0.1
C 1.992 4.904 -2.559 0.1 0.1 -0.2
N 1.536 5.958 -2.494 0.0 0.0 0.0
C 3.854 3.494 -3.418 0.0 0.1 0.0
N 4.841 3.383 -4.004 0.0 0.0 0.0
Te -2.477 -1.217 1.273 -0.3 -0.3 0.5
C -2.854 -2.315 3.052 0.1 0.4 -0.3
C -3.041 -1.881 4.337 0.0 -0.1 0.1
C -3.373 -2.933 5.238 0.0 0.0 -0.1
C -3.445 -4.147 4.623 0.0 0.0 0.2
S -3.085 -4.007 2.960 0.1 -0.2 -0.1
H -2.954 -0.845 4.634 0.0 0.0 0.0
H -3.554 -2.784 6.294 0.0 0.0 0.0
H -3.684 -5.099 5.069 0.0 0.0 0.0
C 4.800 1.896 3.701 0.0 0.0 0.0
C 5.491 1.477 2.575 0.0 0.0 0.0
C 4.848 0.732 1.591 0.1 0.0 0.0
C 3.502 0.381 1.700 0.0 0.1 0.1
C 2.822 0.830 2.843 0.0 0.0 0.0
C 3.454 1.569 3.830 0.0 0.0 0.0
Si 2.472 -0.619 0.435 -0.2 -0.3 -0.3
C 2.220 -2.264 1.413 0.0 0.0 0.1
C 1.089 -3.040 1.151 0.0 -0.1 -0.1
C 0.861 -4.254 1.794 0.0 0.0 0.0
C 1.771 -4.726 2.727 0.0 0.0 0.0
C 2.907 -3.974 3.009 0.0 0.0 0.0
C 3.119 -2.764 2.362 0.0 0.1 0.0
C 3.835 -1.210 -0.804 0.1 0.1 -0.1
C 4.308 -0.294 -1.757 -0.1 0.1 0.0
C 5.299 -0.617 -2.676 0.0 0.0 0.0
C 5.851 -1.892 -2.682 0.0 0.0 0.0
C 5.393 -2.827 -1.763 0.0 0.0 0.0
C 4.404 -2.489 -0.846 0.0 0.0 0.0
H 5.298 2.482 4.465 0.0 0.0 0.0
H 6.540 1.729 2.456 0.0 0.0 0.0
H 5.416 0.422 0.720 0.0 0.0 0.0
H 1.764 0.602 2.947 0.0 0.0 0.0
H 2.890 1.903 4.695 0.0 0.0 0.0
H 0.360 -2.683 0.430 0.0 0.0 0.0
H -0.039 -4.818 1.571 0.0 0.0 0.0
H 1.594 -5.665 3.239 0.0 0.0 0.0
H 3.629 -4.332 3.736 0.0 0.0 0.0
H 4.010 -2.190 2.602 0.0 0.0 0.0
H 3.880 0.705 -1.788 0.0 0.0 0.0
H 5.632 0.135 -3.384 0.0 0.0 0.0
H 6.629 -2.152 -3.392 0.0 0.0 0.0
H 5.811 -3.830 -1.755 0.0 0.0 0.0
H 4.076 -3.245 -0.141 0.0 0.0 0.0

***

8
Properties=species:S:1:pos:R:3:forces:R:3 method="wB97M-V/def2-TZVPD" de_lowest_ev=0.6584 e_lumo_ev=-1.99 multiplicity=1 homo_energy_ev=-9.44 orbital_gap_ev=7.453 total_energy_ev=-284975.819
C -0.218 0.929 1.397 -1.9 -0.7 -0.2
C 0.755 1.452 0.647 -0.4 -1.2 0.2
F -0.297 1.189 2.694 0.7 0.5 1.0
Br 4.594 -1.122 -0.300 0.1 1.3 -0.6
Br 2.259 2.244 1.427 -0.2 0.3 0.1
Br 0.885 1.028 -1.177 -0.2 0.1 0.0
Br 4.782 1.036 -1.276 0.0 -1.3 0.5
H -1.166 0.289 1.237 2.0 1.1 -1.1

***

15
Properties=species:S:1:pos:R:3:forces:R:3 method="wB97M-V/def2-TZVPD" de_lowest_ev=1.2138 e_lumo_ev=-4.45 multiplicity=1 homo_energy_ev=-14.19 orbital_gap_ev=9.745 total_energy_ev=-11687.037 total_charge=+1 smiles="N#CN[C@@H]1N=CNC=[NH+]1"
N -3.941 0.336 0.105 -1.8 0.6 -0.3
C -2.856 0.060 0.288 0.3 -0.1 0.0
N -1.586 -0.244 0.501 0.4 -1.7 1.1
C -0.669 -0.328 -0.581 2.1 2.5 3.5
N 0.172 -1.365 -0.227 0.0 -1.6 -1.4
C 1.345 -1.219 0.123 2.3 0.3 1.1
N 2.003 0.082 0.290 2.0 -5.0 1.9
C 1.334 1.103 -0.033 0.1 1.6 -0.2
N 0.177 1.027 -0.516 -3.1 -0.8 -1.7
H -1.438 -1.002 1.236 -0.2 1.4 -1.4
H -0.951 -0.298 -1.572 -1.5 -0.6 -1.9
H 1.936 -2.110 0.352 0.1 0.5 0.1
H 2.870 0.202 0.870 -1.2 -0.5 -1.1
H 1.883 1.955 0.128 0.5 2.7 0.0
H -0.279 1.800 -0.965 0.0 0.6 0.2

***

86
Properties=species:S:1:pos:R:3:forces:R:3 method="wB97M-V/def2-TZVPD" de_lowest_ev=2.1284 e_lumo_ev="-3.49 / -5.36" multiplicity=2 homo_energy_ev="-10.60 / -10.62" orbital_gap_ev="7.115 / 5.264" total_energy_ev=-190986.540 total_charge=+1
Ru -1.814 -0.201 -0.342 -3.6 -0.2 1.5
C 0.469 -0.999 1.911 0.1 0.0 0.1
C 0.800 -1.074 0.426 0.1 0.4 0.1
As 1.607 0.585 -0.355 0.0 -0.1 -0.1
C 3.449 -0.002 -0.119 0.0 -0.1 0.0
C 3.901 -1.230 -0.602 0.0 0.0 0.0
C 5.197 -1.649 -0.347 0.0 0.1 0.0
C 6.056 -0.842 0.393 0.0 0.0 0.0
C 5.613 0.380 0.876 0.0 0.0 0.0
C 4.312 0.799 0.621 0.0 0.0 0.0
C 1.337 0.174 -2.254 0.0 0.0 0.0
C 2.393 0.218 -3.162 0.0 0.0 0.0
C 2.167 0.040 -4.521 0.0 0.0 0.0
C 0.880 -0.168 -5.001 0.0 0.0 0.0
C -0.187 -0.186 -4.115 0.0 0.0 0.0
C 0.054 -0.010 -2.763 0.1 0.0 0.0
As -0.929 0.355 2.181 0.4 -0.3 -1.0
C -1.366 0.123 4.052 -0.5 0.0 -0.1
C -2.098 1.137 4.665 0.0 0.0 0.0
C -2.372 1.068 6.021 0.0 0.0 0.0
C -1.921 -0.016 6.766 0.0 0.0 0.0
C -1.201 -1.029 6.153 0.0 0.0 0.0
C -0.927 -0.967 4.791 0.0 0.0 0.0
C 0.153 1.959 2.374 -0.2 0.1 -0.1
C 1.411 1.896 2.966 0.0 0.0 0.1
C 2.199 3.034 3.047 0.0 0.0 0.0
C 1.735 4.243 2.543 0.0 0.0 0.0
C 0.461 4.320 2.002 0.0 0.0 0.0
C -0.331 3.182 1.926 0.0 0.0 0.1
H 1.350 -0.813 2.524 0.0 0.0 0.0
H 0.055 -1.957 2.229 -0.1 0.0 0.0
H -0.153 -1.268 -0.062 0.2 -0.6 -0.5
H 1.438 -1.926 0.199 0.0 0.0 -0.1
H 3.244 -1.858 -1.195 0.0 0.0 0.0
H 5.540 -2.604 -0.725 0.0 0.0 0.0
H 7.071 -1.166 0.586 0.0 0.0 0.0
H 6.281 1.010 1.450 0.0 0.0 0.0
H 3.965 1.755 0.995 0.0 0.0 0.0
H 3.401 0.387 -2.805 0.0 0.0 0.0
H 3.003 0.069 -5.210 0.0 0.0 0.0
H 0.707 -0.304 -6.061 0.0 0.0 0.0
H -1.199 -0.335 -4.473 0.0 0.0 0.0
H -0.821 -0.020 -2.098 0.3 0.1 -0.4
H -2.445 1.984 4.083 0.0 0.0 0.0
H -2.934 1.859 6.499 0.0 0.0 0.0
H -2.131 -0.067 7.827 0.0 0.0 0.0
H -0.846 -1.872 6.733 0.0 0.0 0.0
H -0.367 -1.767 4.326 0.0 0.0 0.0
H 1.781 0.969 3.386 0.0 0.0 0.0
H 3.172 2.979 3.520 0.0 0.0 0.0
H 2.360 5.125 2.586 0.0 0.0 0.0
H 0.079 5.264 1.634 0.0 0.0 0.0
H -1.335 3.257 1.535 0.0 0.0 0.0
Cl -2.834 4.096 -6.200 0.0 0.0 0.0
C -2.563 3.386 -4.644 0.0 -0.1 0.0
C -1.399 3.673 -3.951 0.1 0.0 0.0
C -1.206 3.130 -2.691 0.1 0.1 0.0
C -2.166 2.313 -2.099 -0.2 -0.1 0.1
C -1.995 1.860 -0.691 0.7 -0.1 0.4
C -3.316 2.021 -2.830 0.0 -0.1 0.0
C -3.518 2.545 -4.098 -0.1 -0.1 0.0
H -0.660 4.329 -4.391 0.0 0.0 0.0
H -0.300 3.362 -2.141 0.0 0.0 0.0
H -2.830 2.187 -0.063 0.0 0.2 0.0
H -1.080 2.267 -0.263 0.0 0.2 -0.2
H -4.074 1.380 -2.394 0.0 0.1 0.0
H -4.418 2.321 -4.656 0.0 0.0 0.0
N -2.589 -4.487 -0.122 0.0 -0.1 0.0
C -2.859 -3.172 -0.207 0.1 0.0 -0.2
N -1.955 -2.506 -0.894 0.1 0.0 0.1
C -1.017 -3.471 -1.297 -0.1 0.0 0.0
C 0.145 -3.362 -2.062 0.0 0.1 0.0
C 0.891 -4.505 -2.263 0.0 -0.1 0.0
C 0.505 -5.744 -1.726 0.0 0.0 0.0
C -0.655 -5.874 -0.992 0.0 0.0 0.0
C -1.403 -4.717 -0.802 0.0 0.0 0.1
H -3.148 -5.173 0.356 0.0 0.0 0.0
H -3.737 -2.726 0.230 0.0 -0.1 0.1
H 0.447 -2.419 -2.497 0.0 0.0 0.0
H 1.794 -4.451 -2.857 0.0 0.0 0.0
H 1.125 -6.614 -1.897 0.0 0.0 0.0
H -0.966 -6.826 -0.581 0.0 0.0 0.0
I -4.303 3.659 1.386 0.0 0.0 0.0
C -3.682 -0.200 -0.117 2.5 0.9 -0.2
H -4.373 -0.344 -0.948 0.0 -0.6 0.0
H -4.125 0.219 0.785 -0.2 -0.1 0.1